Model one:
A gas-phase ion, C4H14N3 (charge +1), computed with wB97M-V/def2-TZVPD.

* HOMO-LUMO gap: 10.9 eV
* spin multiplicity: 1
* total charge: +1

Geometry (Å):
H (-0.624, -0.180, -1.403)
H (-0.505, -1.857, -0.954)
H (-1.821, 1.011, 1.531)
N (-1.762, 1.476, -0.532)
C (1.625, -0.865, -0.187)
H (2.250, -2.495, -1.277)
H (-1.315, 1.979, -1.275)
H (-2.621, 1.823, -0.368)
H (1.880, -3.087, 0.284)
C (0.290, 1.182, 0.814)
H (1.649, -0.714, -1.346)
C (-1.201, 1.684, 0.901)
H (2.535, -0.701, 0.309)
H (-0.078, -0.864, 1.401)
H (-1.158, 2.790, 1.100)
C (0.298, -0.383, 0.448)
H (-1.790, -0.751, -0.397)
N (1.574, -2.411, -0.489)
N (-0.710, -0.817, -0.594)
H (0.861, 1.866, 0.149)
H (0.623, 1.313, 1.883)

What are the natural (NBO) partial charges on each atom? They are as follows, in elementary charge units: 0.444, 0.478, 0.206, -0.901, -0.244, 0.377, 0.370, 0.371, 0.390, -0.429, 0.212, -0.227, 0.234, 0.236, 0.224, -0.067, 0.478, -0.892, -0.742, 0.231, 0.250


Model two:
2 unconnected molecules or ions with the total composition C4H14N3, computed with wB97M-V/def2-TZVPD.

* HOMO-LUMO gap: 11.7 eV
* spin multiplicity: 1
* total charge: +1

Geometry (Å):
N (1.355, 0.031, 1.488)
C (-2.062, 1.608, 0.906)
H (-0.202, -1.370, -1.735)
C (-2.485, 1.764, -0.542)
H (1.038, -0.264, 2.406)
H (-2.597, 0.883, 1.531)
H (-2.279, 0.893, -1.171)
H (1.324, -1.304, -2.667)
H (-2.101, 2.666, -0.988)
C (1.088, -0.694, 0.407)
N (0.625, -1.937, 0.601)
H (-2.380, 2.508, 1.449)
N (1.352, -0.285, -0.827)
H (0.519, -2.310, 1.532)
H (1.770, 0.628, -0.925)
H (-0.998, 1.473, 1.095)
C (0.647, -0.762, -2.016)
H (0.631, -2.574, -0.176)
H (-3.583, 1.838, -0.548)
H (1.549, 1.018, 1.472)
H (0.252, 0.103, -2.550)

What are the natural (NBO) partial charges on each atom? They are as follows, in elementary charge units: -0.757, -0.618, 0.219, -0.615, 0.426, 0.215, 0.189, 0.229, 0.214, 0.683, -0.763, 0.223, -0.550, 0.427, 0.420, 0.166, -0.427, 0.426, 0.226, 0.428, 0.239


Most stable: model two


Model one:
2 unconnected molecules or ions with the total composition C4H14N3, computed with wB97M-V/def2-TZVPD.

* HOMO-LUMO gap: 11.1 eV
* spin multiplicity: 1
* total charge: +1

Geometry (Å):
H (-1.913, 0.011, 2.522)
H (-1.445, -1.483, -1.599)
C (2.384, 0.547, -0.246)
H (-0.496, 1.736, 1.596)
H (1.760, -1.892, 0.578)
C (-1.551, 1.705, 1.134)
H (-3.076, 1.097, 2.630)
N (1.073, 0.424, -0.711)
H (2.506, 0.048, 0.915)
H (0.516, -2.681, -0.146)
H (-0.591, -0.431, -2.513)
H (-2.088, 2.655, 1.211)
H (-1.204, 1.518, 0.163)
N (-0.588, -0.995, -1.693)
H (2.738, 1.665, -0.222)
H (-2.988, 0.059, 1.159)
C (0.418, -0.758, -0.754)
H (3.203, 0.019, -0.863)
N (0.861, -1.774, 0.048)
H (0.454, 1.250, -0.782)
C (-2.385, 0.647, 1.840)

What are the natural (NBO) partial charges on each atom? They are as follows, in elementary charge units: 0.215, 0.434, -0.454, 0.196, 0.452, -0.606, 0.231, -0.581, 0.196, 0.418, 0.424, 0.239, 0.160, -0.788, 0.270, 0.205, 0.704, 0.240, -0.763, 0.444, -0.634


Model two:
2 unconnected molecules or ions with the total composition C4H14N3, computed with wB97M-V/def2-TZVPD.

* HOMO-LUMO gap: 10.5 eV
* spin multiplicity: 1
* total charge: +1

Geometry (Å):
C (-0.405, -0.656, 1.154)
H (-0.753, -3.264, 2.785)
N (0.151, 0.913, -1.950)
H (-1.728, -2.084, 3.693)
C (-1.297, -2.325, 2.725)
C (1.504, 0.443, -2.278)
H (-2.087, -2.407, 1.984)
H (-0.515, 0.371, -2.490)
H (-1.186, -0.969, 0.468)
C (-0.054, 2.320, -2.301)
H (0.349, -0.994, 2.966)
H (1.751, 0.549, -3.337)
H (0.206, 2.565, -3.335)
H (0.320, 0.647, -0.240)
H (1.605, -0.611, -2.015)
N (0.410, 0.278, 0.751)
H (1.132, 0.618, 1.370)
H (-1.102, 2.571, -2.143)
N (-0.393, -1.243, 2.325)
H (2.239, 1.005, -1.699)
H (0.541, 2.971, -1.658)

What are the natural (NBO) partial charges on each atom? They are as follows, in elementary charge units: 0.392, 0.227, -0.652, 0.233, -0.409, -0.431, 0.221, 0.376, 0.214, -0.423, 0.413, 0.205, 0.197, 0.461, 0.205, -0.734, 0.408, 0.214, -0.513, 0.198, 0.199


Most stable: model two


Model one:
2 unconnected molecules or ions with the total composition C4H14N3, computed with wB97M-V/def2-TZVPD.

* HOMO-LUMO gap: 9.6 eV
* spin multiplicity: 1
* total charge: +1

Geometry (Å):
N (-1.302, 1.291, 0.787)
H (0.742, -1.443, 0.519)
C (0.448, -1.181, -1.619)
H (-1.645, -1.872, 1.006)
N (-1.344, -1.381, 0.166)
H (-2.013, -1.546, -0.590)
H (0.280, 2.274, 2.808)
H (2.429, -1.070, -1.094)
C (0.687, 2.258, 1.801)
N (1.703, -0.457, -1.444)
H (-1.862, 1.742, 0.069)
H (0.480, -1.978, -2.367)
H (2.059, -0.119, -2.332)
C (0.037, -1.750, -0.250)
H (-1.459, -0.272, 0.296)
H (-1.764, 1.554, 1.652)
H (0.083, -2.838, -0.321)
C (0.075, 1.674, 0.775)
H (-0.311, -0.473, -1.977)
H (0.631, 1.342, -0.096)
H (1.626, 2.778, 1.666)

What are the natural (NBO) partial charges on each atom? They are as follows, in elementary charge units: -0.861, 0.238, -0.238, 0.434, -0.719, 0.421, 0.204, 0.367, -0.410, -0.833, 0.398, 0.201, 0.381, -0.242, 0.455, 0.397, 0.224, -0.060, 0.189, 0.227, 0.231


Model two:
2 unconnected molecules or ions with the total composition C4H14N3, computed with wB97M-V/def2-TZVPD.

* HOMO-LUMO gap: 11.6 eV
* spin multiplicity: 1
* total charge: +1

Geometry (Å):
H (-0.067, -2.611, -0.820)
H (1.352, -1.913, -0.171)
H (1.645, 0.293, 2.634)
H (-1.429, -1.515, 0.809)
H (-1.696, 1.354, -1.377)
H (-0.372, -0.010, 3.687)
H (-1.447, -1.194, 3.109)
H (0.257, 0.294, -2.588)
N (-0.641, -0.622, 2.937)
H (-0.916, 2.877, -1.367)
H (1.068, 1.826, -2.565)
H (0.284, -0.881, -1.146)
C (-0.716, 1.823, -1.418)
H (1.930, -0.361, 1.047)
C (0.318, -1.681, -0.416)
C (0.088, -0.709, 1.823)
N (1.301, -0.160, 1.803)
N (-0.454, -1.276, 0.763)
H (-0.218, 1.442, -0.521)
C (0.083, 1.364, -2.641)
H (-0.371, 1.660, -3.581)

What are the natural (NBO) partial charges on each atom? They are as follows, in elementary charge units: 0.247, 0.211, 0.428, 0.427, 0.198, 0.421, 0.428, 0.178, -0.767, 0.226, 0.208, 0.229, -0.602, 0.431, -0.433, 0.677, -0.761, -0.541, 0.171, -0.597, 0.226


Model three:
2 unconnected molecules or ions with the total composition C4H14N3, computed with wB97M-V/def2-TZVPD.

* HOMO-LUMO gap: 11.2 eV
* spin multiplicity: 1
* total charge: +1

Geometry (Å):
H (-0.006, 1.513, 0.201)
N (0.515, -1.750, -0.358)
H (-1.985, -1.431, -0.502)
H (0.737, -1.573, 1.653)
H (1.603, 1.934, 1.932)
H (-0.513, 3.198, 0.213)
C (-0.234, -1.615, -1.447)
H (-0.719, -0.886, 1.109)
H (-1.875, -0.620, -2.009)
H (-1.150, 2.110, 1.358)
H (1.186, -2.084, -2.885)
H (1.416, -2.188, -0.470)
H (1.566, 3.481, 1.142)
C (0.951, 2.785, 1.715)
H (0.704, 3.240, 2.671)
H (-0.570, -2.650, 1.331)
H (-0.160, -1.212, -3.425)
C (-0.090, -1.740, 0.968)
C (-0.221, 2.359, 0.844)
N (0.393, -1.514, -2.639)
N (-1.547, -1.357, -1.403)

What are the natural (NBO) partial charges on each atom? They are as follows, in elementary charge units: 0.174, -0.523, 0.422, 0.248, 0.196, 0.217, 0.684, 0.226, 0.428, 0.203, 0.429, 0.426, 0.215, -0.613, 0.223, 0.228, 0.417, -0.456, -0.613, -0.769, -0.762


Most stable: model two


Model one:
2 unconnected molecules or ions with the total composition C4H14N3, computed with wB97M-V/def2-TZVPD.

* HOMO-LUMO gap: 8.1 eV
* spin multiplicity: 1
* total charge: +1

Geometry (Å):
C (-0.649, 2.695, 1.421)
H (0.187, -1.469, -2.975)
H (2.715, -2.507, -0.684)
H (0.027, 1.169, -0.778)
C (-0.813, 1.198, 1.249)
H (-2.338, -0.115, 0.885)
H (-0.538, 0.715, 2.191)
C (0.141, 0.654, 0.178)
C (0.791, -2.401, -1.299)
N (1.752, -2.730, -0.475)
H (-0.025, -0.418, 0.081)
H (-1.373, 3.073, 2.145)
H (1.559, -3.104, 0.440)
N (-2.220, 0.885, 1.008)
H (0.351, 2.971, 1.743)
H (-0.863, 3.214, 0.480)
H (1.894, -1.564, -2.801)
N (0.978, -1.792, -2.439)
H (1.185, 0.798, 0.479)
H (-0.226, -2.595, -0.996)
H (-2.535, 1.324, 0.148)

What are the natural (NBO) partial charges on each atom? They are as follows, in elementary charge units: -0.616, 0.444, 0.426, 0.205, -0.051, 0.343, 0.184, -0.616, 0.406, -0.698, 0.154, 0.235, 0.446, -0.813, 0.216, 0.200, 0.429, -0.697, 0.212, 0.240, 0.351


Model two:
2 unconnected molecules or ions with the total composition C4H14N3, computed with wB97M-V/def2-TZVPD.

* HOMO-LUMO gap: 12.0 eV
* spin multiplicity: 1
* total charge: +1

Geometry (Å):
H (-0.110, -0.004, -2.326)
H (-1.819, 0.036, -2.772)
H (-0.261, -0.968, 1.527)
N (1.085, 1.627, 0.259)
H (1.542, -0.849, -0.779)
C (-1.212, -1.878, -1.880)
N (0.280, -0.461, 0.856)
C (1.501, -1.079, 0.277)
C (0.230, 0.860, 1.015)
N (-0.529, 1.474, 1.898)
H (-0.819, 2.419, 1.819)
H (-1.051, 0.936, 2.566)
H (-1.841, -1.985, -0.996)
H (-0.243, -2.289, -1.626)
H (-1.485, 0.124, -1.091)
H (1.256, 1.173, -0.609)
H (-1.687, -2.264, -2.769)
H (2.339, -0.702, 0.862)
H (0.804, 2.599, 0.175)
H (1.510, -2.149, 0.456)
C (-1.111, -0.296, -2.011)

What are the natural (NBO) partial charges on each atom? They are as follows, in elementary charge units: 0.187, 0.230, 0.417, -0.755, 0.218, -0.605, -0.542, -0.429, 0.684, -0.746, 0.429, 0.421, 0.199, 0.194, 0.187, 0.408, 0.232, 0.228, 0.413, 0.251, -0.620


Most stable: model two


Model one:
2 unconnected molecules or ions with the total composition CH2ClNO2, computed with wB97M-V/def2-TZVPD.

* HOMO-LUMO gap (spin up / spin down): 7.8 / 7.8 eV
* spin multiplicity: 1

Geometry (Å):
N (-2.183, 0.680, -0.279)
Cl (1.454, -1.683, -0.049)
O (-0.386, 0.090, 0.109)
O (-2.796, -0.130, 0.191)
H (1.431, 0.527, -0.894)
C (1.022, 0.059, -0.001)
H (1.457, 0.457, 0.923)

What are the natural (NBO) partial charges on each atom? They are as follows, in elementary charge units: 0.578, -0.105, -0.734, -0.051, 0.176, -0.043, 0.179


Model two:
2 unconnected molecules or ions with the total composition CH2ClNO2, computed with wB97M-V/def2-TZVPD.

* HOMO-LUMO gap (spin up / spin down): 10.7 / 5.7 eV
* spin multiplicity: 1

Geometry (Å):
C (-0.365, 1.229, -0.178)
O (4.160, 0.694, 0.547)
H (0.205, 1.862, -0.865)
H (0.110, 0.270, 0.319)
N (3.405, 0.561, -0.343)
Cl (-1.984, 1.268, 0.171)
O (2.253, 0.200, -0.280)

What are the natural (NBO) partial charges on each atom? They are as follows, in elementary charge units: -0.447, -0.235, 0.201, 0.197, 0.520, 0.050, -0.286


Most stable: model one


Model one:
2 unconnected molecules or ions with the total composition C4H14NO2, computed with wB97M-V/def2-TZVPD.

* <S²>: 0.75
* HOMO-LUMO gap (spin up / spin down): 3.9 / 11.4 eV
* spin multiplicity: 2

Geometry (Å):
H (3.023, 0.140, -2.502)
C (-1.557, -0.812, 2.345)
H (0.869, 2.498, 0.540)
H (-0.292, 0.572, -1.863)
C (-1.359, -1.117, 0.884)
H (-2.544, -1.131, 2.717)
H (1.961, -0.733, -3.327)
N (-0.943, 0.510, -1.045)
H (-1.737, -0.045, -1.412)
H (0.504, 0.613, 1.765)
H (1.781, -0.158, 0.744)
H (-0.835, -1.336, 2.985)
H (0.194, -1.102, -0.572)
H (-1.241, 1.467, -0.764)
H (-1.691, 0.139, 2.892)
H (-1.093, -2.175, 0.861)
C (-0.357, -0.372, 0.019)
H (-2.297, -1.246, 0.334)
C (0.853, 0.402, 0.757)
O (0.868, 1.644, 0.102)
O (2.201, -0.329, -2.470)

What are the natural (NBO) partial charges on each atom? They are as follows, in elementary charge units: 0.477, -0.658, 0.495, 0.371, -0.460, 0.230, 0.471, -1.064, 0.325, 0.176, 0.185, 0.209, 0.217, 0.357, 0.229, 0.220, -0.157, 0.229, -0.068, -0.797, -0.987


Model two:
3 unconnected molecules or ions with the total composition C4H14NO2, computed with wB97M-V/def2-TZVPD.

* <S²>: 0.75
* HOMO-LUMO gap (spin up / spin down): 3.4 / 8.0 eV
* spin multiplicity: 2

Geometry (Å):
H (2.010, -0.776, 1.098)
H (0.744, -2.625, 1.897)
H (-1.411, -0.144, 2.319)
H (-2.428, 0.988, 2.429)
H (-0.552, 0.978, -1.406)
C (1.802, -0.234, -1.562)
H (-0.938, -0.432, -1.851)
N (-0.512, 0.047, -0.977)
H (-0.017, 3.513, -1.006)
H (-1.157, 3.114, -2.012)
H (2.729, -0.729, -1.299)
O (-2.041, 0.346, 1.826)
H (-1.240, 0.003, -0.261)
H (-0.803, -1.735, 1.618)
C (0.859, -0.346, -0.547)
C (0.176, -1.990, 1.226)
O (-0.288, 2.900, -1.685)
H (0.611, 0.156, 1.570)
H (0.008, -2.509, 0.284)
H (1.497, 0.103, -2.539)
C (0.951, -0.628, 0.878)

What are the natural (NBO) partial charges on each atom? They are as follows, in elementary charge units: 0.226, 0.214, 0.476, 0.481, 0.440, -0.639, 0.210, -0.767, 0.489, 0.479, 0.196, -0.956, 0.426, 0.174, -0.021, -0.618, -0.956, 0.176, 0.217, 0.191, -0.439


Most stable: model two